Run i
Density functional theory data (the ωB97M-V functional and the def2-TZVPD basis) for a gas-phase ion, CH5N3 (charge -1).

## Properties
HOMO level (spin up / spin down) (eV): 1.149 / -4.475
2S+1: 2
LUMO energy (spin up / spin down) (eV): 5.067 / 4.953
M (g mol⁻¹): 59.07
Orbital gap (spin up / spin down) (eV): 3.9 / 9.4
Total charge: -1

CARTESIAN COORDINATES (ANGSTROEM)
N 0.23859 -0.67526 -1.22319
C -0.01131 -0.23146 0.10748
N 0.27920 1.03710 0.44289
N -0.35566 -1.00326 1.04341
H 0.44483 0.04051 -1.89257
H -0.59544 -1.17720 -1.45919
H 0.53692 1.47861 -0.40637
H -0.08771 1.20971 1.42442
H -0.44941 -0.67875 1.96313


Run ii
Density functional theory data (the ωB97M-V functional and the def2-TZVPD basis) for a gas-phase ion, CH5N3 (charge -1).

## Properties
HOMO level (spin up / spin down) (eV): 0.386 / -2.040
2S+1: 2
LUMO energy (spin up / spin down) (eV): 5.209 / 4.785
M (g mol⁻¹): 59.07
Orbital gap (spin up / spin down) (eV): 4.8 / 6.8
Total charge: -1

CARTESIAN COORDINATES (ANGSTROEM)
N -1.26613 -0.49153 -0.05525
C 0.12171 -0.05724 0.18547
N 0.90363 0.18010 -0.97664
N 0.35269 0.31256 1.51072
H -1.27223 -1.28374 -0.67305
H -1.63990 -0.64702 0.86745
H 1.21496 1.18885 -0.99124
H 1.74337 -0.35496 -0.90013
H -0.15809 1.15298 1.03268


It comes down to run i, which is 1.559 eV more stable than the next structure.